Entry 1:
Molecular formula: C4H5FS
Method: DFT, the ωB97M-V functional and the def2-TZVPD basis

Element x y z (Å)
F -1.12 -1.74 -0.20
C -1.61 -0.53 0.09
C -0.85 0.60 0.01
C 0.57 0.52 -0.49
C 1.45 -0.13 0.46
S 2.89 -0.76 -0.07
H -2.68 -0.69 0.43
H -1.30 1.50 0.41
H 0.89 1.51 -0.73
H 0.63 -0.09 -1.41
H 1.15 -0.17 1.51

SMILES string: F/C=C\CC=S
net charge: 0
LUMO level: -0.3 eV
Kohn-Sham gap: 8.45 eV

=====

Entry 2:
Molecular formula: C18H28O4S2
Method: DFT, the ωB97M-V functional and the def2-TZVPD basis

Element x y z (Å)
C 0.98 4.70 1.56
C -0.14 5.07 0.59
C -0.04 4.34 -0.75
C -0.06 2.83 -0.61
H -0.69 2.51 0.21
H -0.38 2.36 -1.54
S 1.66 2.24 -0.22
O 2.53 2.90 -1.21
C 1.45 0.52 -0.94
C 0.55 -0.37 -0.10
C 0.25 -1.68 -0.81
H 1.17 -2.18 -1.12
H -0.33 -2.33 -0.17
S -0.71 -1.28 -2.36
O -1.73 -0.32 -1.95
C -1.56 -2.92 -2.46
C -2.49 -2.91 -3.66
C -3.28 -4.22 -3.79
C -4.21 -4.19 -4.99
H -4.77 -5.12 -5.06
H -4.92 -3.37 -4.91
H -3.65 -4.06 -5.91
H -2.58 -5.05 -3.88
H -3.86 -4.37 -2.88
H -1.90 -2.75 -4.57
H -3.18 -2.07 -3.56
H -0.79 -3.68 -2.55
H -2.12 -3.06 -1.54
H -0.40 0.14 0.10
O 1.18 -0.69 1.15
C 1.04 0.20 2.14
O 0.44 1.24 2.01
C 1.70 -0.24 3.39
C 2.30 -1.49 3.51
C 2.90 -1.84 4.71
C 2.91 -0.96 5.78
C 2.31 0.28 5.66
C 1.71 0.65 4.47
H 1.23 1.61 4.35
H 2.32 0.97 6.49
H 3.38 -1.25 6.70
H 3.37 -2.81 4.80
H 2.29 -2.17 2.68
H 1.06 0.63 -1.95
H 2.46 0.11 -0.98
H 0.89 4.62 -1.25
H -0.87 4.66 -1.38
H -0.11 6.15 0.40
H -1.10 4.84 1.06
H 0.87 3.67 1.90
H 1.95 4.79 1.07
H 0.97 5.35 2.42

net charge: 0
LUMO level: 0.3 eV
Kohn-Sham gap: 8.70 eV

=====

Entry 3:
Molecular formula: C5H22HgO8
Method: DFT, the ωB97M-V functional and the def2-TZVPD basis

Element x y z (Å)
Hg -5.49 -19.39 -2.01
C -9.91 -18.03 -7.24
C -8.83 -18.88 -6.58
O -8.05 -18.28 -5.64
H -10.54 -18.70 -7.83
H -9.71 -17.17 -7.88
H -10.69 -17.74 -6.54
H -8.15 -19.11 -7.41
H -9.36 -19.76 -6.22
C -1.92 -20.88 0.86
O -3.21 -20.35 1.12
H -2.10 -21.07 -0.20
H -1.12 -20.20 1.16
H -1.87 -21.82 1.41
C -5.64 -25.27 -1.10
C -5.75 -26.66 -1.78
O -7.06 -27.08 -2.19
O -6.12 -24.36 -2.04
H -4.56 -25.25 -0.95
H -6.17 -25.16 -0.16
H -5.21 -27.47 -1.28
H -5.20 -26.61 -2.72
H -7.50 -26.29 -2.51
H -6.13 -24.75 -2.92
O -8.50 -20.49 -0.04
H -8.88 -21.35 -0.26
H -9.15 -20.09 0.54
O -2.24 -17.45 -2.91
H -1.36 -17.44 -2.53
H -2.30 -16.62 -3.39
O -6.24 -15.83 -0.70
H -5.84 -15.27 -0.04
H -6.95 -15.31 -1.07
O -3.54 -21.18 -4.81
H -3.13 -20.42 -5.23
H -3.78 -21.75 -5.54

net charge: 0
LUMO level: -4.9 eV
Kohn-Sham gap: 1.90 eV

=====

Entry 4:
Molecular formula: C41H54AsN4O9PReS2
Method: DFT, the ωB97M-V functional and the def2-TZVPD basis

Element x y z (Å)
Re 0.19 0.12 0.08
O 3.37 -1.46 1.32
As 2.22 -0.31 2.19
O 2.33 -0.83 3.74
O 0.53 -0.85 1.71
C 2.80 1.56 2.11
C 4.10 1.81 2.58
C 4.63 3.10 2.58
C 3.86 4.17 2.10
C 2.57 3.94 1.63
C 2.02 2.64 1.63
S 0.34 2.45 1.00
O -0.40 3.80 1.05
O -0.57 1.60 1.90
O 0.09 1.91 -0.62
H 4.10 -1.64 1.97
H 4.71 1.00 2.95
H 5.63 3.28 2.94
H 4.27 5.17 2.09
H 1.99 4.77 1.26
C -4.34 2.24 4.17
C -3.29 1.20 4.52
C -2.93 0.31 3.32
C -3.18 0.97 1.94
C -2.89 2.48 2.07
C -3.86 3.16 3.05
P -2.16 0.19 0.61
C -2.89 0.73 -1.01
C -4.42 0.86 -1.11
C -4.91 2.30 -1.22
C -4.29 3.04 -2.40
C -2.88 2.56 -2.76
C -2.15 1.97 -1.56
C -2.54 -1.63 0.61
C -1.66 -2.39 1.61
C -1.74 -3.91 1.38
C -3.10 -4.38 0.89
C -4.22 -3.43 1.31
C -4.01 -2.03 0.74
H -4.60 2.83 5.05
H -5.26 1.73 3.85
H -3.64 0.57 5.35
H -2.38 1.71 4.88
H -3.52 -0.61 3.38
H -1.88 0.01 3.44
H -4.24 0.85 1.70
H -2.96 3.00 1.11
H -1.86 2.63 2.42
H -4.73 3.54 2.50
H -3.36 4.04 3.48
H -2.62 -0.09 -1.70
H -4.94 0.37 -0.28
H -4.75 0.33 -2.01
H -4.68 2.83 -0.30
H -6.00 2.31 -1.32
H -4.26 4.11 -2.17
H -4.93 2.94 -3.29
H -2.31 3.39 -3.19
H -2.95 1.80 -3.55
H -2.04 2.75 -0.80
H -1.13 1.69 -1.86
H -2.20 -1.96 -0.38
H -1.97 -2.18 2.64
H -0.61 -2.08 1.54
H -1.48 -4.41 2.32
H -0.97 -4.22 0.66
H -3.30 -5.39 1.27
H -3.09 -4.46 -0.20
H -4.25 -3.38 2.40
H -5.19 -3.82 0.98
H -4.59 -1.33 1.36
H -4.47 -1.99 -0.26
O 8.46 3.10 -1.47
S 9.43 2.00 -1.42
O 10.33 1.95 -2.57
O 10.08 1.82 -0.12
C 8.39 0.46 -1.59
N 9.02 -0.65 -2.05
C 8.22 -1.71 -2.18
C 6.87 -1.70 -1.88
C 6.32 -0.52 -1.42
N 7.08 0.58 -1.26
C 4.89 -0.34 -1.06
C 4.38 0.93 -0.74
C 3.04 1.08 -0.41
N 2.16 0.06 -0.37
C 2.65 -1.16 -0.66
C 3.97 -1.41 -1.01
H 8.71 -2.61 -2.55
H 6.29 -2.60 -2.03
H 5.03 1.81 -0.76
H 2.64 2.06 -0.16
H 1.93 -1.97 -0.62
H 4.26 -2.43 -1.22
C -0.18 -4.03 -0.80
C -0.45 -3.51 -2.19
C -0.71 -4.41 -3.23
C -0.97 -3.95 -4.52
C -0.96 -2.58 -4.79
C -0.70 -1.65 -3.76
C -0.70 -0.18 -4.08
C -0.45 -2.13 -2.46
N -0.18 -1.20 -1.41
H -0.22 -5.13 -0.77
H -0.93 -3.66 -0.10
H 0.82 -3.73 -0.47
H -0.72 -5.48 -3.04
H -1.17 -4.65 -5.32
H -1.16 -2.24 -5.80
H -0.92 0.00 -5.13
H 0.28 0.25 -3.86
H -1.47 0.33 -3.49
H 0.51 1.24 1.35

net charge: -2
LUMO level (alpha / beta): 3.5 / 3.4 eV
expectation value of S²: 3.78
2S+1: 4
Kohn-Sham gap (alpha / beta): 4.41 / 5.24 eV

=====

Let's list F_max in order: 0.064; 0.039; 0.066; 0.150 hartree/bohr.
Let's list calculated total energy in order: -653.39796; -1799.98123; -958.63370; -5942.28750 a.u..